# 1
Molecular formula: C2H2Cl3I
Method: DFT, ωB97M-V/def2-TZVPD

Each line ends with the natural charge from an NBO analysis.
Positions of all 8 atoms, in Å:
C 0.21 -0.46 1.06  -0.533
C 0.09 0.46 -1.08  -0.238
Cl -0.97 -0.58 -1.98  0.070
Cl 1.70 0.58 -1.55  0.096
Cl -0.68 1.97 -0.63  0.040
I -1.76 -1.09 1.45  0.158
H 0.86 -1.35 1.25  0.211
H 0.55 0.47 1.47  0.196

Highest occupied orbital energy in hartree: -0.31960
Spin multiplicity: 1
E_tot in eV: -47771.475
Largest force on an atom in eV/Å: 4.1
Gap between HOMO and LUMO in eV: 8.2499

---

# 2
Molecular formula: C10H14N3S
Method: DFT, ωB97M-V/def2-TZVPD

Each line ends with the natural charge from an NBO analysis.
Positions of all 28 atoms, in Å:
C 3.11 -1.58 0.95  -0.261
C 2.22 -0.52 0.88  -0.169
C -2.88 -2.18 0.78  -0.086
C -1.82 -1.37 1.06  -0.197
C 3.09 -2.37 -0.18  -0.312
C -2.30 -1.25 -1.09  0.135
C 1.28 -0.59 -0.18  -0.262
C -1.35 1.93 0.30  -0.596
C 0.50 0.45 -0.67  -0.002
C 0.19 1.71 0.06  -0.119
N -3.24 -2.00 -0.57  -0.465
N -1.48 -0.81 -0.18  -0.449
N 0.58 2.85 -0.84  -0.687
S 1.81 -1.93 -1.20  0.551
H 3.77 -1.60 1.78  0.252
H 2.11 0.19 1.76  0.231
H -3.58 -2.80 1.24  0.224
H -1.15 -1.22 1.80  0.194
H 3.54 -3.28 -0.48  0.266
H -2.00 -0.84 -2.16  0.165
H -1.83 2.02 -0.62  0.211
H -1.81 1.19 0.97  0.291
H -1.56 2.91 0.64  0.215
H 0.06 0.27 -1.60  0.240
H 0.69 1.64 1.06  0.261
H 0.60 3.83 -0.50  0.471
H -0.03 2.82 -1.67  0.443
H 1.50 2.56 -1.36  0.456

Highest occupied orbital energy (alpha / beta) in hartree: -0.39874 / -0.39867
Spin multiplicity: 1
E_tot in eV: -25890.450
Largest force on an atom in eV/Å: 4.1
Net charge: +1
Gap between HOMO and LUMO (alpha / beta) in eV: 5.2900 / 5.2657

---

# 3
Molecular formula: C7H9N2O
Method: DFT, ωB97M-V/def2-TZVPD

Each line ends with the natural charge from an NBO analysis.
Positions of all 19 atoms, in Å:
C 1.48 -1.11 -0.37  0.100
C 1.75 0.21 -0.12  0.143
C -0.87 -0.87 -0.12  0.392
C -1.39 1.33 0.33  0.330
C -1.81 0.00 0.10  -0.251
C 3.26 0.48 0.02  -0.623
C -3.32 -0.17 -0.15  -0.592
N 0.91 1.15 0.14  -0.115
N 0.21 -1.53 -0.12  -0.535
O -0.23 1.77 0.19  -0.202
H 2.28 -1.88 -0.41  0.243
H -2.16 2.13 0.27  0.231
H 3.32 1.45 0.44  0.255
H 3.65 -0.12 0.92  0.234
H 3.65 0.28 -0.90  0.235
H -3.38 -1.26 -0.36  0.236
H -3.59 0.38 -1.02  0.235
H -3.83 0.14 0.69  0.237
H 0.08 -2.39 0.47  0.446

Highest occupied orbital energy (alpha / beta) in hartree: -0.44115 / -0.49454
Spin multiplicity: 3
E_tot in eV: -12416.651
Largest force on an atom in eV/Å: 4.7
Net charge: +1
Gap between HOMO and LUMO (alpha / beta) in eV: 7.2297 / 6.9292

---

# 4
Molecular formula: C11H11N
Method: DFT, ωB97M-V/def2-TZVPD

Each line ends with the natural charge from an NBO analysis.
Positions of all 23 atoms, in Å:
C -2.31 0.88 1.13  -0.223
C -3.05 1.27 0.00  -0.203
C -3.54 0.25 -0.87  -0.199
C -3.35 -1.02 -0.74  -0.219
C -2.37 -1.38 0.16  -0.196
C -1.78 -0.43 1.03  -0.199
H -1.79 1.63 1.72  0.213
H -3.46 2.26 -0.02  0.206
H -4.15 0.60 -1.51  0.185
H -3.75 -1.63 -1.46  0.210
H -2.26 -2.46 0.34  0.210
H -1.03 -0.74 1.81  0.215
C 3.94 0.59 0.16  -0.154
C 2.87 1.38 -0.38  -0.267
C 1.82 0.62 -0.80  0.030
N 1.62 -0.71 -0.42  -0.424
C 2.64 -1.46 -0.02  0.049
C 3.91 -0.81 0.09  -0.285
H 4.81 1.20 0.48  0.210
H 2.92 2.40 -0.38  0.216
H 0.89 1.13 -1.24  0.203
H 2.62 -2.50 0.35  0.205
H 4.79 -1.07 0.59  0.218

Highest occupied orbital energy in hartree: -0.32445
Spin multiplicity: 1
E_tot in eV: -13072.408
SMILES: c1ccccc1.c1ccncc1
Largest force on an atom in eV/Å: 7.3
Gap between HOMO and LUMO in eV: 9.6206

---

# 5
Molecular formula: C22H36FeO3P2
Method: DFT, ωB97M-V/def2-TZVPD

Each line ends with the natural charge from an NBO analysis.
Positions of all 64 atoms, in Å:
P -0.64 -0.68 -4.18  0.806
P 2.14 -1.51 -2.99  0.784
C 0.76 -1.00 -5.38  -0.701
C 1.78 -1.96 -4.78  -0.698
H 1.22 -0.02 -5.59  0.221
H 0.32 -1.39 -6.31  0.218
H 1.39 -2.99 -4.77  0.221
H 2.73 -1.95 -5.33  0.219
C 3.43 -0.23 -3.34  -0.940
H 3.93 0.03 -2.40  0.235
H 2.94 0.68 -3.72  0.232
H 4.17 -0.58 -4.07  0.220
C 3.18 -2.99 -2.63  -0.942
H 4.01 -3.08 -3.35  0.219
H 2.54 -3.88 -2.70  0.232
H 3.57 -2.91 -1.61  0.232
C -1.48 0.61 -5.19  -0.943
H -2.41 0.90 -4.70  0.235
H -1.68 0.24 -6.21  0.217
H -0.81 1.48 -5.25  0.233
C -1.65 -2.18 -4.59  -0.941
H -1.16 -3.07 -4.16  0.232
H -1.75 -2.30 -5.68  0.220
H -2.64 -2.08 -4.13  0.236
Fe -0.98 0.41 1.75  1.406
C 0.66 -0.90 0.97  -0.276
C 1.03 0.41 0.69  -0.230
C 0.90 1.17 -0.60  -0.462
C -0.42 1.97 -0.79  -0.450
C -1.61 1.34 -0.17  -0.238
C -1.91 -0.03 -0.21  -0.268
C -1.13 -1.13 -0.85  -0.494
C -0.08 -1.83 0.07  -0.454
C -2.91 1.01 2.25  -1.180
H 1.12 -1.37 1.85  0.247
H 1.68 0.91 1.42  0.248
H 1.05 0.51 -1.47  0.239
H 1.71 1.91 -0.61  0.231
H -0.29 2.96 -0.32  0.225
H -0.57 2.16 -1.87  0.233
H -2.37 2.04 0.18  0.252
H -2.91 -0.34 0.11  0.239
H -0.63 -0.80 -1.78  0.258
H -1.85 -1.92 -1.13  0.222
H -0.61 -2.56 0.70  0.215
H 0.61 -2.42 -0.57  0.249
H -3.14 0.34 3.10  0.209
H -3.70 0.97 1.48  0.181
H -2.79 2.05 2.62  0.219
O -0.01 -0.65 5.94  -0.687
C -0.10 0.57 6.47  0.374
C -0.07 0.70 7.87  -0.295
C -0.40 1.92 8.46  -0.172
C -0.68 3.03 7.66  -0.279
C -0.57 2.93 6.27  -0.129
C -0.29 1.72 5.64  -0.278
C -0.19 1.62 4.15  0.789
O -0.06 2.63 3.44  -0.676
O -0.32 0.40 3.67  -0.894
H -0.09 -0.52 4.95  0.508
H 0.18 -0.17 8.46  0.220
H -0.45 2.00 9.54  0.211
H -0.97 3.98 8.11  0.211
H -0.72 3.80 5.63  0.229

Highest occupied orbital energy (alpha / beta) in hartree: -0.24635 / -0.28200
Spin multiplicity: 5
E_tot in eV: -82502.946
Largest force on an atom in eV/Å: 3.1
Gap between HOMO and LUMO (alpha / beta) in eV: 6.6502 / 7.0459

---

Repeat the fifth record exactly.
Molecular formula: C22H36FeO3P2
Method: DFT, ωB97M-V/def2-TZVPD

Each line ends with the natural charge from an NBO analysis.
Positions of all 64 atoms, in Å:
P -0.64 -0.68 -4.18  0.806
P 2.14 -1.51 -2.99  0.784
C 0.76 -1.00 -5.38  -0.701
C 1.78 -1.96 -4.78  -0.698
H 1.22 -0.02 -5.59  0.221
H 0.32 -1.39 -6.31  0.218
H 1.39 -2.99 -4.77  0.221
H 2.73 -1.95 -5.33  0.219
C 3.43 -0.23 -3.34  -0.940
H 3.93 0.03 -2.40  0.235
H 2.94 0.68 -3.72  0.232
H 4.17 -0.58 -4.07  0.220
C 3.18 -2.99 -2.63  -0.942
H 4.01 -3.08 -3.35  0.219
H 2.54 -3.88 -2.70  0.232
H 3.57 -2.91 -1.61  0.232
C -1.48 0.61 -5.19  -0.943
H -2.41 0.90 -4.70  0.235
H -1.68 0.24 -6.21  0.217
H -0.81 1.48 -5.25  0.233
C -1.65 -2.18 -4.59  -0.941
H -1.16 -3.07 -4.16  0.232
H -1.75 -2.30 -5.68  0.220
H -2.64 -2.08 -4.13  0.236
Fe -0.98 0.41 1.75  1.406
C 0.66 -0.90 0.97  -0.276
C 1.03 0.41 0.69  -0.230
C 0.90 1.17 -0.60  -0.462
C -0.42 1.97 -0.79  -0.450
C -1.61 1.34 -0.17  -0.238
C -1.91 -0.03 -0.21  -0.268
C -1.13 -1.13 -0.85  -0.494
C -0.08 -1.83 0.07  -0.454
C -2.91 1.01 2.25  -1.180
H 1.12 -1.37 1.85  0.247
H 1.68 0.91 1.42  0.248
H 1.05 0.51 -1.47  0.239
H 1.71 1.91 -0.61  0.231
H -0.29 2.96 -0.32  0.225
H -0.57 2.16 -1.87  0.233
H -2.37 2.04 0.18  0.252
H -2.91 -0.34 0.11  0.239
H -0.63 -0.80 -1.78  0.258
H -1.85 -1.92 -1.13  0.222
H -0.61 -2.56 0.70  0.215
H 0.61 -2.42 -0.57  0.249
H -3.14 0.34 3.10  0.209
H -3.70 0.97 1.48  0.181
H -2.79 2.05 2.62  0.219
O -0.01 -0.65 5.94  -0.687
C -0.10 0.57 6.47  0.374
C -0.07 0.70 7.87  -0.295
C -0.40 1.92 8.46  -0.172
C -0.68 3.03 7.66  -0.279
C -0.57 2.93 6.27  -0.129
C -0.29 1.72 5.64  -0.278
C -0.19 1.62 4.15  0.789
O -0.06 2.63 3.44  -0.676
O -0.32 0.40 3.67  -0.894
H -0.09 -0.52 4.95  0.508
H 0.18 -0.17 8.46  0.220
H -0.45 2.00 9.54  0.211
H -0.97 3.98 8.11  0.211
H -0.72 3.80 5.63  0.229

Highest occupied orbital energy (alpha / beta) in hartree: -0.24635 / -0.28200
Spin multiplicity: 5
E_tot in eV: -82502.946
Largest force on an atom in eV/Å: 3.1
Gap between HOMO and LUMO (alpha / beta) in eV: 6.6502 / 7.0459